(1)
The following is a quantum chemistry calculation of a molecular structure, C11H22I2NO3P2Rh in a non-equilibrium geometry, from the Open Molecules 2025 dataset.

Geometry (Å):
H  0.854  1.908  -3.599
H  -0.755  -2.692  1.296
C  1.373  -0.177  -2.042
H  -2.963  2.309  -1.918
C  -0.286  3.147  -1.014
C  2.490  -2.901  -0.725
H  2.829  -2.350  2.244
H  3.161  -0.793  1.404
H  -2.787  0.675  -2.622
H  0.582  -3.783  1.773
O  1.664  -0.510  -3.147
H  -2.443  -0.282  3.776
H  1.957  -3.301  -1.591
H  -0.455  0.798  -4.051
P  1.372  -1.978  0.346
H  -0.812  3.942  -1.555
P  -0.683  1.536  -1.747
C  -0.156  1.243  2.197
O  0.933  1.795  2.057
H  -2.834  0.869  -0.852
C  -0.224  1.707  -3.488
C  -2.502  1.324  -1.787
C  -2.293  0.514  3.031
Rh  0.544  0.034  -0.438
H  1.759  -0.925  2.475
N  -0.692  0.370  1.293
H  3.289  -2.245  -1.103
O  -2.651  -0.910  1.056
C  -1.131  1.402  3.373
H  2.917  -3.726  -0.151
H  -0.616  1.088  4.287
H  -1.405  2.443  3.458
H  -0.778  2.544  -3.928
C  2.383  -1.470  1.771
C  -1.955  -0.123  1.679
I  -0.974  -1.751  -1.710
I  4.290  -0.127  -3.055
H  -0.136  -3.893  0.148
H  -3.230  1.078  2.942
C  0.137  -3.215  0.957
H  -0.571  3.133  0.034
H  0.798  3.291  -1.076

E_HOMO (spin up / spin down) = -0.5709 / -0.5589 Ha
HOMO-LUMO gap (spin up / spin down) = 0.2940 / 0.1649 Eh
ΔE to the lowest compared entry with this formula, charge and spin = 16.99 kcal/mol
multiplicity = 5
<S²> = 6.0197
total charge = +2

Want to see where the charge sits? The natural (NBO) charges in e are:
1. H 0.2723
2. H 0.2692
3. C 0.5576
4. H 0.2857
5. C -0.9609
6. C -1.0011
7. H 0.2863
8. H 0.2788
9. H 0.2740
10. H 0.2813
11. O -0.5029
12. H 0.2709
13. H 0.2653
14. H 0.2688
15. P 1.2469
16. H 0.2878
17. P 1.2691
18. C 0.6835
19. O -0.5752
20. H 0.2743
21. C -0.9921
22. C -0.9656
23. C -0.5177
24. Rh 0.2667
25. H 0.2696
26. N -0.7469
27. H 0.2823
28. O -0.5376
29. C -0.5223
30. H 0.2891
31. H 0.2666
32. H 0.2653
33. H 0.2914
34. C -0.9579
35. C 0.7020
36. I 0.4014
37. I 0.0394
38. H 0.2668
39. H 0.2699
40. C -0.9538
41. H 0.2722
42. H 0.2799


(2)
The following is a quantum chemistry calculation of a molecular structure, C11H22MoN2O7Si, from the Open Molecules 2025 dataset.

Geometry (Å):
O  0.792  1.569  0.406
Si  0.649  0.470  -3.049
H  -4.152  -0.101  -0.093
H  2.466  1.351  -1.634
H  -0.846  1.953  -4.339
C  0.172  2.017  -3.953
C  -2.217  -2.295  0.421
H  -4.117  -0.869  1.499
C  1.547  1.601  1.454
H  1.824  1.997  4.132
H  -0.658  -1.166  -4.357
H  3.094  0.756  -3.182
Mo  -0.729  0.225  0.045
H  0.587  0.857  4.713
H  3.016  0.008  3.097
O  -0.227  0.111  2.257
O  -1.984  1.540  1.008
C  2.061  -0.425  2.804
H  0.228  2.876  -3.281
C  0.883  1.508  3.889
N  0.189  -1.764  0.201
H  0.977  -1.020  -5.007
O  2.558  2.253  1.598
O  -0.398  0.308  -1.744
H  2.679  -0.381  -1.904
H  0.696  -1.955  -3.542
O  -3.117  -3.065  0.681
C  2.380  0.558  -2.380
H  0.991  -1.894  -0.407
H  -0.625  -3.741  0.423
H  -0.931  -2.959  -1.132
H  0.512  -1.860  1.159
H  0.843  2.202  -4.794
H  1.725  -1.115  3.578
O  -3.916  1.685  2.132
C  -3.536  -0.276  0.795
C  -0.854  -2.790  -0.056
C  0.393  -1.057  -4.085
C  -3.187  1.094  1.380
H  0.126  2.284  3.756
H  -0.914  0.706  2.594
C  1.063  0.706  2.617
H  2.239  -0.971  1.875
N  -2.286  -0.933  0.421

E_HOMO (spin up / spin down) = -0.3029 / -0.3049 Ha
HOMO-LUMO gap (spin up / spin down) = 0.2930 / 0.2929 Eh

Want to see where the charge sits? The natural (NBO) charges in e are:
1. O -0.7329
2. Si 1.8780
3. H 0.2236
4. H 0.2746
5. H 0.2462
6. C -1.1425
7. C 0.6608
8. H 0.2430
9. C 0.7662
10. H 0.2528
11. H 0.2463
12. H 0.2476
13. Mo 1.6622
14. H 0.2148
15. H 0.2523
16. O -0.7141
17. O -0.7382
18. C -0.6232
19. H 0.2546
20. C -0.6369
21. N -0.7684
22. H 0.2465
23. O -0.6265
24. O -0.9667
25. H 0.2236
26. H 0.2283
27. O -0.5902
28. C -1.1515
29. H 0.4078
30. H 0.2228
31. H 0.2289
32. H 0.4122
33. H 0.2441
34. H 0.2182
35. O -0.5802
36. C -0.3582
37. C -0.3211
38. C -1.1381
39. C 0.7773
40. H 0.2278
41. H 0.5273
42. C 0.1425
43. H 0.1939
44. N -0.6352


(3)
The following is a quantum chemistry calculation of a molecular structure, C11H22N2O3S in a non-equilibrium geometry, from the Open Molecules 2025 dataset.

Geometry (Å):
H  -3.614  -1.935  0.203
H  3.537  1.007  2.030
C  2.864  2.137  -0.659
C  -5.747  0.636  0.573
S  -4.364  1.266  -0.376
N  -1.049  -1.209  1.695
C  -0.454  -0.960  -0.814
H  0.891  1.713  0.393
O  4.290  -0.846  0.043
H  0.312  -0.947  0.980
O  2.936  -2.386  0.035
N  0.702  -0.891  -0.062
C  4.507  2.067  -0.397
H  -6.636  1.127  0.018
H  2.034  -0.135  -1.432
O  -0.543  -0.626  -2.033
H  1.511  1.026  2.555
C  1.927  1.201  0.281
C  2.378  1.378  1.788
C  3.091  -1.122  -0.028
H  2.061  2.530  2.039
H  2.909  1.896  -1.929
C  -2.823  -1.214  -0.323
C  2.017  -0.201  -0.265
H  -1.318  -2.737  0.370
H  -2.220  0.525  -0.980
H  -0.765  -0.067  1.783
H  -2.771  -1.287  -1.370
H  4.821  2.730  -1.284
C  -2.907  0.298  -0.042
H  -2.554  0.778  0.888
H  -6.009  -0.486  0.311
H  -5.925  0.995  1.742
H  1.861  -2.721  -0.087
H  5.303  0.967  -0.440
H  -1.912  -1.488  2.333
H  4.781  2.444  0.838
C  -1.522  -1.532  0.196
H  2.511  3.233  -0.599

E_HOMO = -0.3220 Ha
HOMO-LUMO gap = 0.3263 Eh
ΔE to the lowest compared entry with this formula, charge and spin = 229.74 kcal/mol

Want to see where the charge sits? The natural (NBO) charges in e are:
1. H 0.2081
2. H 0.2648
3. C -0.4069
4. C -0.8234
5. S 0.2351
6. N -0.9041
7. C 0.6621
8. H 0.2333
9. O -0.6039
10. H 0.4336
11. O -0.6271
12. N -0.6712
13. C -0.6732
14. H 0.2463
15. H 0.2760
16. O -0.6271
17. H 0.2100
18. C -0.2528
19. C -0.6596
20. C 0.7570
21. H 0.2255
22. H 0.2096
23. C -0.4607
24. C -0.1823
25. H 0.2385
26. H 0.2759
27. H 0.3730
28. H 0.2590
29. H 0.2102
30. C -0.6034
31. H 0.2211
32. H 0.2313
33. H 0.2260
34. H 0.4984
35. H 0.2848
36. H 0.4101
37. H 0.1992
38. C -0.1132
39. H 0.2201


(4)
The following is a quantum chemistry calculation of 2 unconnected molecules or ions with the total composition C11H22N2O8 in a non-equilibrium geometry, from the Open Molecules 2025 dataset.

Geometry (Å):
C  3.193  -0.060  -2.282
N  -2.397  -1.255  2.907
H  1.553  0.207  1.168
O  -0.432  -1.045  -2.390
N  -3.029  -1.759  0.216
C  -4.279  0.371  0.219
C  -1.467  -0.882  2.017
O  -0.413  -0.350  2.351
C  2.365  1.103  -0.364
H  -3.230  -1.698  2.551
O  3.774  0.190  -3.574
O  1.160  2.492  1.274
O  3.992  2.205  -1.892
H  1.122  3.339  1.749
O  1.254  0.885  -1.236
H  -3.886  0.698  1.179
C  -4.204  -1.139  0.109
C  -1.730  -1.144  0.528
O  -5.224  -1.785  -0.060
H  4.454  0.611  -0.636
H  3.347  2.387  -2.602
H  -2.199  -0.007  4.584
C  0.972  -1.284  -2.317
C  2.268  2.462  0.357
H  4.741  0.284  -3.497
C  1.669  0.074  -2.349
H  -1.632  -0.196  0.001
H  3.470  -1.059  -1.923
H  -3.054  -2.755  0.061
H  -0.621  -0.261  -1.841
H  3.200  2.642  0.903
H  -1.374  -1.570  4.712
H  -0.940  -1.806  0.170
C  3.618  0.975  -1.242
H  1.220  -1.808  -1.388
H  1.394  0.584  -3.279
C  -2.276  -1.071  4.351
O  2.346  0.063  0.607
H  -3.145  -1.490  4.860
H  2.151  3.259  -0.384
H  1.297  -1.904  -3.159
H  -3.707  0.820  -0.591
H  -5.320  0.678  0.131

E_HOMO = -0.3526 Ha
structure (SMILES) = OC[C@H]1O[C@](O)(CO)[C@H](O)[C@@H]1O.CNC(=O)CNC(C)=O
HOMO-LUMO gap = 0.3741 Eh
ΔE to the lowest compared entry with this formula, charge and spin = 4.61 kcal/mol

Want to see where the charge sits? The natural (NBO) charges in e are:
1. C 0.0451
2. N -0.6068
3. H 0.5170
4. O -0.7259
5. N -0.6237
6. C -0.7188
7. C 0.6515
8. O -0.6496
9. C 0.4625
10. H 0.4077
11. O -0.7180
12. O -0.7320
13. O -0.7080
14. H 0.4796
15. O -0.5442
16. H 0.2262
17. C 0.6673
18. C -0.3091
19. O -0.6254
20. H 0.2047
21. H 0.4791
22. H 0.2091
23. C -0.0782
24. C -0.0866
25. H 0.4824
26. C 0.0429
27. H 0.2244
28. H 0.1827
29. H 0.4134
30. H 0.4732
31. H 0.1802
32. H 0.2122
33. H 0.2481
34. C 0.0452
35. H 0.1705
36. H 0.1996
37. C -0.4125
38. O -0.7439
39. H 0.2096
40. H 0.1798
41. H 0.1919
42. H 0.2278
43. H 0.2492


(5)
The following is a quantum chemistry calculation of a single C11H22N6O4 molecule in a non-equilibrium geometry, from the Open Molecules 2025 dataset.

Geometry (Å):
H  -1.947  -0.649  -1.520
N  1.885  1.161  -0.334
H  0.242  -3.164  -1.784
H  1.462  0.594  -1.050
H  3.349  2.869  0.955
H  -1.163  1.602  -1.469
H  2.731  -2.917  -0.957
H  -3.255  0.806  2.137
H  1.685  -0.006  1.412
H  1.216  -2.871  0.933
C  2.466  0.306  0.697
H  -1.007  -2.393  1.560
H  -2.907  -1.667  1.612
H  3.319  0.775  1.223
C  3.132  -1.080  0.241
O  -0.169  -0.755  -1.010
H  3.342  -1.642  1.151
H  -2.491  2.283  -2.199
O  -3.828  2.285  -0.117
H  -0.051  -4.251  -0.544
N  2.460  3.219  0.639
C  1.785  2.561  -0.358
C  -0.091  -1.539  -0.085
N  0.622  -3.556  -0.902
N  -1.043  -1.599  0.889
H  4.101  -0.893  -0.247
C  -2.306  0.382  1.686
C  -1.702  1.498  0.824
C  2.270  -1.929  -0.716
H  2.653  4.188  0.469
H  2.134  -1.341  -1.561
H  -1.538  2.417  1.447
C  -2.645  2.010  -0.250
O  -4.558  -0.847  -0.124
H  0.681  2.583  -1.878
N  1.283  3.185  -1.338
H  -1.757  0.177  2.598
O  -2.908  -0.882  -1.525
H  -0.795  1.104  0.337
C  -2.402  -0.976  0.910
C  1.009  -2.457  -0.075
C  -3.328  -0.900  -0.271
N  -1.932  2.307  -1.409

E_HOMO = -0.3200 Ha
structure (SMILES) = [H]/N=C(/N)NCCC[C@H](N)C(=O)N[C@@H](CCC(N)=O)C(=O)O
HOMO-LUMO gap = 0.3205 Eh
ΔE to the lowest compared entry with this formula, charge and spin = 54.40 kcal/mol

Want to see where the charge sits? The natural (NBO) charges in e are:
1. H 0.5006
2. N -0.6735
3. H 0.3701
4. H 0.4097
5. H 0.3719
6. H 0.3666
7. H 0.2423
8. H 0.2537
9. H 0.1663
10. H 0.2027
11. C -0.2101
12. H 0.4072
13. H 0.2481
14. H 0.2012
15. C -0.3893
16. O -0.7084
17. H 0.2021
18. H 0.3874
19. O -0.5789
20. H 0.3756
21. N -0.8278
22. C 0.5864
23. C 0.7020
24. N -0.8138
25. N -0.6067
26. H 0.2104
27. C -0.3926
28. C -0.5284
29. C -0.4074
30. H 0.3963
31. H 0.2178
32. H 0.2599
33. C 0.6672
34. O -0.5539
35. H 0.3265
36. N -0.7563
37. H 0.2146
38. O -0.6644
39. H 0.2180
40. C -0.1739
41. C -0.1654
42. C 0.7513
43. N -0.8052


(6)
The following is a quantum chemistry calculation of a single C11H22N6O4 molecule in a non-equilibrium geometry, from the Open Molecules 2025 dataset.

Geometry (Å):
C  4.007  -1.055  -1.506
O  -1.616  3.035  -1.742
O  5.112  -0.601  -1.748
H  -5.890  -0.183  -0.784
H  4.548  -0.875  1.181
N  -3.627  -0.711  0.201
C  -2.356  -0.857  0.749
N  -5.545  -1.143  -0.979
N  2.883  -0.706  -2.229
C  -0.599  2.681  -1.156
H  3.250  0.962  0.144
H  2.743  1.710  2.275
C  3.678  -2.020  -0.410
C  -0.608  1.470  -0.265
H  -2.821  -2.733  -0.932
C  -1.971  0.349  1.587
H  2.776  -2.599  -0.629
H  4.485  -2.656  -0.239
N  0.687  1.243  0.251
H  1.982  -0.845  -1.778
H  0.409  4.203  -1.685
H  -1.613  -1.075  -0.045
H  -2.819  0.468  2.291
O  0.518  3.440  -1.070
H  -1.500  2.581  1.373
H  -2.263  -1.761  1.323
H  3.040  -1.735  1.656
C  2.774  0.205  0.821
H  -1.070  0.122  2.157
C  -1.771  1.649  0.774
N  -3.825  -2.614  -1.193
H  -5.965  -1.449  -1.853
H  -0.864  0.543  -0.829
C  3.559  -1.142  0.838
H  3.057  0.129  -2.776
H  2.142  0.187  2.730
C  -4.253  -1.495  -0.753
O  0.780  -1.047  0.102
N  2.851  0.694  2.186
H  -4.247  -0.221  0.799
H  -2.678  1.848  0.231
H  1.326  1.966  0.591
C  1.293  0.035  0.339

E_HOMO = -0.3190 Ha
structure (SMILES) = [H]/N=C(/N)NCCC[C@H](NC(=O)[C@@H](N)CCC(N)=O)C(=O)O
HOMO-LUMO gap = 0.3241 Eh
ΔE to the lowest compared entry with this formula, charge and spin = 31.61 kcal/mol

Want to see where the charge sits? The natural (NBO) charges in e are:
1. C 0.6841
2. O -0.5850
3. O -0.6166
4. H 0.3780
5. H 0.2321
6. N -0.6411
7. C -0.2298
8. N -0.8247
9. N -0.8415
10. C 0.7846
11. H 0.2124
12. H 0.3641
13. C -0.5130
14. C -0.1748
15. H 0.3329
16. C -0.4018
17. H 0.2311
18. H 0.2351
19. N -0.6232
20. H 0.4034
21. H 0.5112
22. H 0.2132
23. H 0.2056
24. O -0.6914
25. H 0.2087
26. H 0.1858
27. H 0.2109
28. C -0.1550
29. H 0.2161
30. C -0.3860
31. N -0.7659
32. H 0.4017
33. H 0.2601
34. C -0.3799
35. H 0.3924
36. H 0.3630
37. C 0.5720
38. O -0.6523
39. N -0.8196
40. H 0.3726
41. H 0.2375
42. H 0.4124
43. C 0.6803


| no. | electronic energy (eV) |
| --- | --- |
| 1 | -57166.9287 |
| 2 | -38815.4177 |
| 3 | -31713.4005 |
| 4 | -31124.2197 |
| 5 | -28894.7805 |
| 6 | -28895.7688 |